No. 1
Computed, not measured: C12H25N3O2RhS2 as an isolated structure, with ωB97M-V with the def2-TZVPD basis set.

* gap between HOMO and LUMO (alpha / beta): 0.3035 / 0.2556 Ha
* highest occupied orbital energy (alpha / beta): -10.235 / -11.551 eV
* molar mass: 410.39 u
* <S²>: 6.014
* charge: +1
* calculated total energy: -46087.5581 eV
* spin multiplicity: 5

The geometry in XYZ format:
```
45
Properties=species:S:1:pos:R:3:forces:R:3
Rh -0.351335 0.746451 -0.076301 -0.018 -0.042 0.039
S -2.374087 1.956249 0.374909 0.026 -0.020 -0.019
S 0.682224 2.812251 -0.777463 0.047 -0.033 -0.021
O 0.797449 -0.133876 1.493114 -0.057 0.060 0.043
O -0.467306 -0.631528 -1.762868 0.068 -0.035 0.024
N 1.852692 -1.472784 2.954794 0.000 -0.033 -0.031
N -0.238786 -2.075242 2.129604 0.003 0.030 0.035
N 0.203077 -1.281512 -3.827380 -0.018 0.024 -0.005
C -2.933998 4.588704 0.072861 -0.002 -0.008 -0.003
C 0.794783 -1.198645 2.168812 0.014 -0.028 -0.031
C -0.600226 -2.496391 -3.827135 0.009 0.006 -0.003
C -0.041846 -3.518576 2.191800 -0.006 -0.005 -0.009
C -0.613576 3.875309 -0.564972 -0.071 0.035 0.030
C 1.747805 -2.247730 4.184482 0.003 -0.005 0.003
C 0.195325 -0.450127 -2.805235 -0.032 0.034 -0.034
C -1.517708 -1.636944 1.598134 -0.004 0.008 0.006
C -0.355021 5.310172 -0.930797 0.010 -0.005 -0.020
C 3.060942 -0.669894 2.821918 0.005 0.013 0.007
C -1.891168 3.517972 -0.076176 0.028 0.031 -0.017
C 0.953229 -0.980425 -5.038681 -0.010 -0.007 0.015
H 0.693417 5.464432 -1.170780 -0.003 -0.001 -0.005
H -0.464114 -3.968617 1.291341 0.005 -0.007 0.003
H 0.271417 -0.872199 -5.882141 0.002 -0.003 -0.002
H -0.630749 5.982094 -0.116924 0.004 -0.004 0.008
H 2.298045 -3.187634 4.120397 0.003 0.003 -0.001
H -1.440435 -2.387026 -4.513496 0.002 -0.005 -0.005
H 0.707583 -2.454822 4.416990 0.001 0.002 0.001
H -0.952080 5.594379 -1.801004 -0.004 0.007 0.005
H -1.555967 -1.698060 0.503593 0.000 0.001 -0.004
H 3.922603 -1.298832 3.041892 -0.004 -0.001 0.005
H 1.017255 -3.755532 2.222484 -0.001 -0.002 -0.002
H -1.733057 -0.620460 1.923180 0.001 -0.002 -0.006
H 0.017180 -3.332406 -4.152575 -0.003 -0.006 0.007
H -3.069885 5.134945 -0.862188 -0.003 0.005 0.002
H 1.653594 -1.787556 -5.250370 0.002 0.001 -0.001
H 1.507156 -0.053787 -4.908923 0.000 0.002 -0.005
H 0.817708 0.442143 -2.929777 0.002 -0.001 0.009
H -3.888250 4.163951 0.371713 0.002 -0.005 0.001
H -2.298635 -2.281489 1.999073 0.003 -0.008 -0.008
H -0.533232 -3.958624 3.060705 -0.004 0.005 0.000
H -0.974508 -2.680134 -2.825813 -0.003 -0.001 -0.001
H 3.050022 0.171915 3.517503 -0.002 0.005 -0.007
H 3.143328 -0.286167 1.810809 0.005 -0.006 -0.001
H 2.167237 -1.658295 5.000477 -0.001 -0.002 0.002
H -2.628105 5.314346 0.830416 0.000 0.004 -0.003
```
Forces are in eV/Å.

In the natural (NBO) picture, each atom carries the following charge in e: Rh 1.053; S -0.075; S -0.067; O -0.757; O -0.716; N -0.415; N -0.438; N -0.365; C -0.669; C 0.815; C -0.426; C -0.409; C -0.141; C -0.412; C 0.543; C -0.426; C -0.666; C -0.407; C -0.118; C -0.406; H 0.242; H 0.209; H 0.217; H 0.236; H 0.207; H 0.219; H 0.221; H 0.237; H 0.199; H 0.210; H 0.222; H 0.225; H 0.217; H 0.236; H 0.216; H 0.221; H 0.157; H 0.243; H 0.228; H 0.208; H 0.239; H 0.206; H 0.232; H 0.217; H 0.240

No. 2
Computed, not measured: C4H6O2 as an isolated structure, with ωB97M-V with the def2-TZVPD basis set.

* energy relative to the best compared isomer or geometry (same formula, charge and spin): 66.3 kcal/mol
* gap between HOMO and LUMO: 0.3550 Ha
* highest occupied orbital energy: -8.831 eV
* molar mass: 86.09 u
* charge: 0
* calculated total energy: -8337.5861 eV

The geometry in XYZ format:
```
12
Properties=species:S:1:pos:R:3:forces:R:3
O 1.393729 -1.369071 0.786139 0.396 -0.369 0.085
O -1.561636 1.781772 -0.455614 0.593 0.325 -0.350
C 0.556821 0.801589 -0.060907 0.118 -0.420 0.661
C -0.954355 -0.664778 0.277725 -0.140 -0.170 -0.026
C 0.564754 -0.694330 -0.118422 0.018 -0.121 0.037
C -0.780523 0.794565 0.017874 0.687 -0.348 -0.150
H 2.288366 -1.078333 0.568532 -0.031 -0.230 0.251
H -0.780459 2.090871 -0.979469 -1.793 1.222 -0.060
H 0.674156 -1.091875 -1.143391 0.048 0.084 0.276
H -1.691337 -1.226697 -0.303101 0.192 0.020 -0.008
H -1.013840 -0.917269 1.339535 -0.154 0.080 -0.149
H 1.304325 1.573558 0.071097 0.066 -0.071 -0.567
```
Forces are in eV/Å.

In the natural (NBO) picture, each atom carries the following charge in e: O -0.712; O -0.651; C -0.426; C -0.455; C 0.104; C 0.349; H 0.467; H 0.499; H 0.159; H 0.211; H 0.236; H 0.217

No. 3
Computed, not measured: C16H24HgO12P as an isolated structure, with ωB97M-V with the def2-TZVPD basis set.

* gap between HOMO and LUMO (alpha / beta): 0.3019 / 0.2215 Ha
* highest occupied orbital energy (alpha / beta): -7.827 / -7.481 eV
* molar mass: 639.92 u
* <S²>: 0.765
* charge: 0
* calculated total energy: -55012.2867 eV
* spin multiplicity: 2

The geometry in XYZ format:
```
54
Properties=species:S:1:pos:R:3:forces:R:3
Hg -0.783483 -0.257005 0.353791 1.895 1.844 -0.379
P -2.970729 -1.407297 0.666022 -3.757 0.242 -0.074
O -1.099720 4.163890 -0.383083 -0.467 -1.576 1.784
O 0.376928 -0.022666 2.375697 1.040 -1.322 0.653
O 0.617450 1.504511 3.820448 0.200 3.061 2.135
O -4.298260 -2.213373 0.900573 3.438 1.670 -0.387
O -1.750290 -1.821120 1.552824 -0.587 -1.926 1.796
O -2.982983 0.141771 0.907798 -1.032 0.099 1.069
O 0.828281 -2.005465 0.040280 1.742 -1.504 -1.301
O -2.290161 -1.412069 -0.714538 -0.702 -1.901 -2.106
O 1.333235 -0.603870 -2.783393 1.401 -1.968 -0.446
O -0.103600 2.296577 0.552910 -0.627 0.470 -0.280
O -0.136938 0.620168 -1.732667 0.124 -0.622 -1.898
O 1.890105 -3.792288 -0.852876 3.931 1.424 0.135
C 0.856388 -3.076769 -0.562177 -3.570 0.215 1.195
C -0.401063 -3.905985 -0.897278 1.569 -0.311 0.899
C 2.582409 0.321105 3.439047 -0.504 -0.396 -0.446
C 1.660200 2.324311 4.483091 0.942 -2.678 0.151
C 2.858706 1.267362 4.565178 -0.429 1.147 1.395
C -2.194348 5.031031 0.006573 -0.640 0.742 0.377
C -3.074261 4.264552 1.020979 -0.459 -0.897 -0.845
C 1.750321 -5.061216 -1.452966 -3.324 -0.273 1.051
C 0.931648 -0.022265 -4.980901 0.203 -1.229 -1.247
C 0.187422 -5.341050 -1.015885 0.986 -0.049 -1.787
C 1.101363 0.464596 3.215648 -0.573 0.479 -2.565
C 0.250470 0.124708 -2.796333 -0.967 2.331 2.488
C -0.988866 3.106139 0.592433 -0.241 2.149 -0.276
C 1.649604 -1.108647 -4.114254 -0.846 2.022 -0.614
C -0.275916 0.435824 -4.187193 1.851 -1.301 1.080
C -2.050470 3.382597 1.674524 0.054 -1.137 -0.280
H -1.057079 -3.748013 -0.041242 -0.396 -0.006 -0.476
H 0.614978 -0.563699 -5.872349 0.099 0.515 -0.422
H 1.916034 -4.990408 -2.527969 0.000 -0.038 0.072
H 2.780740 0.837597 5.563838 -0.090 -0.488 -0.145
H 1.227192 -2.095811 -4.301858 -0.190 0.006 0.409
H 2.714971 -1.151082 -4.340709 -0.003 0.158 0.693
H -0.365190 -5.891831 -1.777047 0.212 -0.065 -0.153
H -2.538748 2.448887 1.953561 0.480 -0.233 0.271
H -1.579689 3.853694 2.537393 0.253 -0.121 -0.007
H 1.522664 0.853218 -5.249837 0.449 -0.405 0.040
H 2.447416 -5.738923 -0.960157 -0.067 0.106 -0.215
H 3.841269 1.739111 4.576419 -0.073 0.073 -0.433
H 1.957754 3.206524 3.916293 -0.609 -0.080 -0.151
H -2.683680 5.421334 -0.885786 -0.128 -0.579 -0.116
H -0.366711 1.519715 -4.258199 -1.176 -0.400 -0.101
H 0.200713 -6.012198 -0.157121 -0.179 0.661 0.400
H -1.042868 -0.320884 -4.352360 -0.912 0.984 -0.099
H -1.821255 5.933401 0.490941 0.545 -0.057 0.168
H -3.812897 3.604018 0.566884 0.392 -0.245 -0.926
H 2.803943 -0.744273 3.502261 0.426 0.224 0.253
H 1.328716 2.517490 5.503334 -0.179 0.449 -0.385
H -3.787459 4.692311 1.725576 0.832 1.284 0.123
H 3.013093 0.739866 2.529523 0.123 -0.316 -0.247
H -0.787352 -3.508100 -1.835664 -0.461 -0.233 0.174
```
Forces are in eV/Å.

In the natural (NBO) picture, each atom carries the following charge in e: Hg 1.743; P 2.390; O -0.513; O -0.640; O -0.466; O -0.936; O -0.917; O -1.170; O -0.657; O -1.217; O -0.462; O -0.600; O -0.650; O -0.487; C 0.844; C -0.537; C -0.531; C -0.071; C -0.427; C -0.073; C -0.452; C -0.063; C -0.424; C -0.429; C 0.827; C 0.829; C 0.846; C -0.074; C -0.526; C -0.542; H 0.286; H 0.215; H 0.181; H 0.213; H 0.183; H 0.209; H 0.216; H 0.290; H 0.230; H 0.218; H 0.200; H 0.222; H 0.195; H 0.198; H 0.263; H 0.221; H 0.258; H 0.170; H 0.227; H 0.257; H 0.203; H 0.236; H 0.248; H 0.246

No. 4
Computed, not measured: a 9-piece molecular cluster, C19H36Cl2NO34S9 overall, with ωB97M-V with the def2-TZVPD basis set.

* energy relative to the best compared isomer or geometry (same formula, charge and spin): 54.0 kcal/mol
* gap between HOMO and LUMO: 0.2270 Ha
* highest occupied orbital energy: -11.953 eV
* molar mass: 1181.98 u
* charge: +1
* calculated total energy: -213931.6767 eV

The geometry in XYZ format:
```
101
Properties=species:S:1:pos:R:3:forces:R:3
Cl -2.293297 -0.026514 0.810821 2.096 -1.692 -0.437
Cl 0.266372 -2.672593 -1.813457 -1.681 1.464 0.831
S -1.530767 3.730345 2.876656 0.453 0.338 0.507
S 1.846385 2.684045 8.112463 -0.127 -0.245 0.962
S -0.790746 6.140778 -3.750776 0.009 0.205 0.028
S 3.401973 6.776180 4.285014 0.222 0.433 0.300
S 6.173088 -2.926025 -3.580211 0.490 0.023 -0.251
S -5.275285 -2.619788 -0.301099 -0.774 0.020 0.314
S 0.640798 -4.314735 -6.021551 0.063 -0.299 -0.916
S -2.194563 -6.921102 -8.127970 -0.086 0.077 0.068
S 0.111896 -1.844509 1.484861 -1.119 0.817 -0.205
O 1.614109 3.043872 6.744000 0.477 -0.531 0.889
O 2.924546 -0.426489 0.968574 -1.711 -0.515 -2.319
O -1.620402 -6.115306 -7.094742 -1.937 -2.309 -0.915
O -3.315935 -6.040728 -8.900765 0.381 -0.219 0.727
O -2.697615 3.823321 3.697003 0.541 -0.197 -0.871
O -0.954940 5.047664 -4.658408 0.200 0.788 0.422
O 4.769738 6.542697 5.122932 -0.769 -0.375 -0.475
O 0.569610 5.899813 -2.900891 -0.656 -0.359 -0.376
O 2.364647 6.594187 5.516750 0.492 0.293 -0.530
O 0.546708 1.889321 8.663048 0.442 0.648 -0.756
O 3.358684 8.141079 3.862259 -0.159 -1.105 -0.001
O -1.530544 4.066077 1.483921 -0.268 -0.152 0.772
O 6.005067 -1.590113 -2.675053 -0.009 -0.763 -0.001
O 3.016642 1.984334 8.542236 -0.626 0.628 -0.727
O -1.839012 5.960807 -2.527138 0.604 0.349 -0.461
O 2.213269 -4.348459 -6.417511 -0.764 -0.230 0.158
O 1.685952 4.011338 9.027350 0.281 -0.803 -0.377
O -4.107622 -3.326015 0.140008 -0.308 0.621 -0.520
O 0.388439 -3.137906 -5.242080 -0.096 -0.627 -0.192
O -1.403171 -7.601911 -9.107046 -0.284 0.426 0.849
O 3.232979 5.678651 3.380467 0.120 0.673 0.333
O -0.906838 2.238488 3.040214 -0.479 0.509 0.192
O -0.823911 7.507814 -4.169902 -0.131 -1.029 0.064
O -6.582387 -3.412032 0.231899 0.598 0.628 -0.609
O 7.328656 -3.632785 -3.122801 -0.763 0.576 -0.454
O 0.648055 -5.595189 -5.024979 0.182 0.881 0.051
O 1.678052 -2.075778 0.905667 -2.967 -2.734 1.278
O -0.120810 -4.652793 -7.181308 2.260 2.395 1.031
O 5.967111 -2.580807 -4.950833 0.164 -0.460 0.930
O -5.491608 -2.256849 -1.667016 0.549 -0.436 0.792
O -0.328139 4.541571 3.592337 -0.634 -0.515 -0.950
O 4.853193 -3.707756 -3.045738 0.100 0.550 -0.299
O -3.203695 -8.000444 -7.453440 0.289 0.241 -0.624
O -5.440715 -1.293818 0.619037 0.355 -0.875 -0.232
N 2.061866 -0.873571 0.287540 3.294 3.165 1.428
C -4.543557 -6.769922 -8.931675 -0.212 -0.513 -0.300
C 4.386813 -3.074901 -1.856571 0.259 0.014 0.558
C 1.857154 -6.331796 -5.220603 0.269 -0.386 -0.541
C -7.046026 -2.796210 1.435384 0.175 0.090 0.687
C -1.996808 -0.857974 -2.197524 0.711 -0.424 0.573
C 2.898901 -5.287129 -5.588397 0.238 -0.085 0.545
C 4.484421 6.638575 6.520212 -0.179 0.504 0.448
C 4.732798 -1.603972 -2.030020 -0.500 0.120 -0.197
C 0.094126 2.510353 9.869117 0.184 0.104 0.735
C 3.065591 6.114189 6.665532 0.321 -0.505 0.351
C -1.011306 -1.174278 0.192959 -0.296 -0.481 -2.328
C -1.150390 5.475544 -1.373465 0.201 -0.413 0.307
C 0.422885 3.983785 9.698151 -0.742 0.117 -0.005
C -6.711434 -1.322943 1.276133 -0.755 0.137 -0.034
C 0.475982 2.348397 3.386386 0.579 0.272 -0.264
C 0.271993 5.994107 -1.507161 -0.192 0.475 0.412
C -4.554329 -7.578431 -7.644404 -0.398 0.344 0.190
C 0.575033 3.619605 4.210760 0.131 -0.343 0.527
C -0.946837 -1.503669 -1.183029 -0.534 0.655 1.158
H 3.259631 -4.759269 -4.701584 0.048 -0.075 -0.041
H 3.043737 5.022007 6.644473 0.036 0.093 0.031
H -0.312681 4.481838 9.060762 0.008 -0.024 0.064
H 2.586972 6.468368 7.578397 -0.103 0.092 -0.227
H -4.841738 -6.958257 -6.790788 -0.040 -0.013 -0.058
H -0.420902 -3.112308 1.792760 1.010 0.501 -1.027
H 0.337579 7.046599 -1.217539 -0.012 -0.075 0.070
H 3.316072 -3.238522 -1.728229 0.074 -0.098 -0.264
H -4.526438 -7.423765 -9.808232 -0.078 0.005 0.058
H 1.695191 -7.035284 -6.042136 0.058 0.008 0.055
H -1.629873 -0.866630 -3.269184 -0.334 -0.375 1.394
H 4.924918 -3.509749 -1.009015 -0.062 0.056 0.026
H -1.176014 4.382673 -1.395697 0.015 0.046 0.078
H 4.783623 -1.076355 -1.077091 0.295 -0.016 -0.123
H 5.203145 6.061206 7.100551 0.027 -0.050 -0.291
H -7.438538 -0.819869 0.633560 0.021 -0.028 0.062
H -0.971077 2.336301 10.015435 0.096 -0.088 -0.272
H 1.585963 4.026362 4.221115 -0.204 0.174 -0.145
H 4.548198 7.691770 6.807779 -0.005 -0.070 0.044
H -6.656639 -0.806223 2.234103 0.241 -0.027 -0.133
H 3.745804 -5.718494 -6.121816 -0.147 0.171 -0.138
H 4.013111 -1.103468 -2.684307 -0.028 -0.021 0.050
H 0.241530 3.452544 5.233363 -0.021 0.005 -0.223
H 0.983429 5.412915 -0.921549 0.030 -0.030 -0.265
H -5.217750 -8.441208 -7.704783 0.253 -0.054 0.005
H 1.050784 2.432766 2.458765 0.054 0.027 0.057
H 0.806438 1.468770 3.938567 -0.280 0.027 0.035
H 2.121750 -6.883199 -4.318874 -0.217 0.166 0.041
H -1.634474 5.830079 -0.464293 -0.089 0.039 -0.223
H -8.113203 -2.968066 1.568996 0.101 -0.094 -0.271
H -2.955302 -1.475685 -2.067630 1.261 0.987 -0.338
H -2.162231 0.226684 -1.909910 0.067 -1.424 -0.177
H -5.392176 -6.090564 -9.003409 0.248 0.140 0.040
H 0.486979 4.505655 10.652626 0.250 -0.034 -0.137
H 0.651234 2.074988 10.703180 -0.067 0.054 -0.011
H -6.499302 -3.237740 2.273411 -0.078 0.047 0.005
```
Forces are in eV/Å.

Results of the Mulliken charge analysis, in e, for atoms 1 through 99: Cl -0.032; Cl -0.047; S 0.898; S 1.000; S 1.079; S 1.114; S 1.081; S 1.077; S 1.073; S 1.055; S 0.231; O -0.360; O -0.247; O -0.359; O -0.315; O -0.587; O -0.534; O -0.334; O -0.324; O -0.303; O -0.309; O -0.548; O -0.362; O -0.329; O -0.592; O -0.315; O -0.340; O -0.302; O -0.525; O -0.511; O -0.579; O -0.536; O -0.246; O -0.520; O -0.310; O -0.537; O -0.308; O -0.049; O -0.473; O -0.507; O -0.535; O -0.186; O -0.305; O -0.327; O -0.190; N 0.309; C -0.339; C -0.111; C -0.329; C -0.379; C -0.941; C -0.002; C -0.412; C -0.297; C -0.383; C 0.066; C 0.009; C -0.171; C -0.293; C -0.342; C -0.421; C -0.301; C -0.314; C 0.044; C 0.568; H -0.047; H -0.051; H 0.283; H 0.346; H 0.258; H 0.305; H 0.328; H 0.114; H 0.297; H 0.268; H 0.359; H 0.321; H 0.203; H 0.251; H 0.318; H 0.290; H 0.324; H 0.101; H 0.318; H 0.325; H 0.337; H 0.317; H 0.165; H 0.290; H 0.312; H 0.291; H 0.328; H 0.336; H 0.269; H 0.322; H 0.208; H 0.326; H 0.309; H 0.320

Among the records above, which one has the lowest calculated total energy? C19H36Cl2NO34S9